(1)
{"formula": "C35H47F5N7O5P2S3ScSeTe", "method": "the ωB97M-V functional and the def2-TZVPD basis", "charge": -1, "multiplicity": 2, "de_lowest_kcal_mol": 36.9, "e_lumo_ev": [1.95, 1.92], "elements": ["Sc", "C", "N", "C", "C", "N", "C", "C", "C", "C", "C", "C", "N", "C", "N", "C", "C", "C", "C", "C", "C", "N", "H", "H", "H", "H", "H", "H", "H", "H", "H", "H", "H", "H", "H", "H", "H", "C", "C", "O", "P", "S", "S", "O", "C", "C", "H", "H", "H", "H", "H", "H", "H", "H", "H", "H", "F", "C", "C", "F", "C", "F", "C", "Se", "C", "F", "C", "F", "C", "C", "O", "P", "O", "Te", "O", "C", "C", "H", "H", "H", "H", "H", "H", "H", "H", "H", "H", "C", "N", "C", "C", "S", "N", "C", "C", "H", "H", "H", "H", "H", "H", "H", "H", "H", "H", "H", "H"], "positions_angstrom": [[0.29505, -0.72203, 0.40664], [1.75625, -0.62903, 3.27734], [0.51175, -1.26113, 2.83344], [0.51765, -2.71443, 3.00034], [1.06875, -3.33983, 1.75254], [1.53645, -2.64143, 0.74084], [1.90835, -3.55413, -0.21876], [2.47095, -3.36893, -1.47856], [2.74495, -4.49863, -2.23026], [2.44625, -5.77783, -1.76456], [1.88655, -5.98353, -0.51286], [1.63885, -4.85713, 0.25504], [1.13135, -4.68583, 1.52204], [2.31995, 0.30997, 2.27134], [2.29485, 0.11547, 0.96704], [3.17965, 1.02317, 0.43604], [3.62055, 1.18617, -0.87276], [4.58325, 2.15087, -1.10486], [5.09065, 2.94427, -0.07706], [4.67995, 2.78117, 1.23624], [3.72375, 1.80847, 1.47554], [3.16195, 1.31897, 2.62954], [2.51605, -1.40693, 3.44204], [1.61535, -0.08443, 4.21784], [-0.24925, -0.85183, 3.38084], [-0.50825, -3.08023, 3.12724], [1.09765, -3.02263, 3.88664], [2.64095, -2.37223, -1.85566], [3.19265, -4.39283, -3.20996], [2.65105, -6.62983, -2.39866], [1.64115, -6.97333, -0.15896], [0.73675, -5.40113, 2.10864], [3.21845, 0.56337, -1.65546], [4.96155, 2.29327, -2.10856], [5.84055, 3.68757, -0.30926], [5.09395, 3.37157, 2.03884], [3.19875, 1.73587, 3.54694], [-4.74975, -3.33563, -1.61826], [-4.89385, -2.43763, -0.40806], [-3.88315, -1.43283, -0.43496], [-2.83795, -1.39723, 0.76694], [-1.94075, 0.37417, 0.76894], [-1.86895, -3.12003, 0.95894], [-3.91255, -1.31723, 1.99494], [-3.44915, -0.93623, 3.27704], [-3.94805, -1.92593, 4.31384], [-5.53195, -4.08923, -1.61626], [-3.78195, -3.82813, -1.59006], [-4.80315, -2.74033, -2.52316], [-4.80405, -3.02753, 0.50944], [-5.85615, -1.91803, -0.40616], [-3.81295, 0.07357, 3.48164], [-2.35245, -0.89403, 3.28164], [-5.03395, -1.89713, 4.37194], [-3.53225, -1.67443, 5.28594], [-3.64435, -2.93393, 4.03694], [-0.52365, 7.68867, 5.18214], [-0.49655, 6.34937, 5.02264], [-1.67955, 5.61717, 5.04164], [-2.84905, 6.26027, 5.22744], [-1.64885, 4.24537, 4.87594], [-2.81005, 3.57897, 4.89684], [-0.45245, 3.54247, 4.68044], [-0.42115, 1.70917, 4.46344], [0.71935, 4.31117, 4.66024], [1.90755, 3.69487, 4.48464], [0.70905, 5.68317, 4.83014], [1.86295, 6.38427, 4.81654], [-1.53835, -4.85133, -3.76256], [-1.09465, -3.84563, -2.71156], [-1.72015, -2.60453, -2.96096], [-0.94565, -1.25683, -2.43916], [-0.29045, -1.63303, -1.13666], [-2.44365, 0.43267, -2.92936], [0.38975, -1.27013, -3.40636], [0.23895, -1.09433, -4.78936], [1.60685, -0.82633, -5.39586], [-1.00555, -5.78873, -3.61636], [-1.32855, -4.47113, -4.76156], [-2.60725, -5.03543, -3.68286], [-0.00645, -3.72003, -2.73876], [-1.36145, -4.18743, -1.70346], [-0.45805, -0.26063, -4.97736], [-0.20355, -1.99623, -5.23246], [2.04785, 0.05427, -4.93746], [1.51565, -0.66463, -6.46576], [2.26355, -1.67373, -5.21096], [-0.43715, 5.43407, -0.95686], [-0.58185, 4.00087, -0.84776], [-1.12855, 3.57717, 0.41634], [0.09285, 3.14317, -1.63856], [0.57365, 1.61727, -1.13566], [0.43895, 3.58467, -2.88866], [1.33785, 2.73677, -3.64156], [-0.54035, 4.26257, -3.71786], [-0.06495, 5.81977, -0.00346], [-1.40305, 5.90517, -1.16256], [0.27405, 5.69117, -1.73716], [-1.92825, 4.25957, 0.70144], [-0.37135, 3.56927, 1.20564], [-1.54305, 2.57717, 0.32944], [2.23435, 2.56757, -3.04776], [1.60045, 3.23957, -4.57126], [0.88085, 1.76507, -3.85716], [-1.38675, 4.59527, -3.12806], [-0.92545, 3.57847, -4.47816], [-0.07615, 5.12007, -4.21156]], "lowdin_charge": [0.3039, -0.1721, -0.0834, -0.1787, -0.3484, 0.1023, -0.2052, -0.0040, -0.0961, -0.1032, -0.0232, -0.1847, 0.1754, -0.2943, 0.0449, -0.2621, -0.0688, -0.1036, -0.1057, -0.0218, -0.1769, 0.1892, 0.1343, 0.0566, 0.0500, 0.0679, 0.1298, 0.1134, 0.0999, 0.0958, 0.1033, 0.1671, 0.0963, 0.0967, 0.0933, 0.1050, 0.1545, -0.0709, -0.3042, -0.3839, -0.0289, 0.3887, 0.4192, -0.3560, -0.3421, -0.0719, 0.0720, 0.0500, 0.0776, 0.0905, 0.1213, 0.1191, 0.0515, 0.0704, 0.0713, 0.0664, 0.0855, -0.1495, -0.1503, 0.0919, -0.2758, 0.0576, -0.6230, 0.6365, -0.2682, 0.0324, -0.1519, 0.0857, -0.0614, -0.3185, -0.3240, 0.1376, -0.4977, 0.5194, -0.3024, -0.3535, -0.0686, 0.0690, 0.0695, 0.0675, 0.0967, 0.0785, 0.0477, 0.1123, 0.0585, 0.0713, 0.0690, -0.0596, -0.2029, -0.0927, -0.6896, 0.7383, -0.2130, -0.1157, -0.0718, 0.0936, 0.0916, 0.0839, 0.0974, 0.0971, -0.0445, 0.0603, 0.0897, 0.0575, 0.0795, 0.0838, 0.0878]}



(2)
{"formula": "C35H47IrN5O3S", "method": "the ωB97M-V functional and the def2-TZVPD basis", "charge": -1, "multiplicity": 5, "e_lumo_ev": [2.27, 0.87], "elements": ["Ir", "C", "C", "C", "N", "C", "C", "C", "C", "C", "C", "C", "N", "C", "C", "C", "N", "C", "C", "C", "C", "C", "C", "C", "N", "C", "C", "H", "H", "H", "H", "H", "H", "H", "H", "H", "H", "H", "H", "H", "H", "H", "H", "H", "H", "H", "H", "H", "H", "H", "H", "H", "H", "C", "C", "C", "C", "C", "C", "C", "C", "N", "C", "C", "C", "C", "H", "H", "H", "H", "H", "H", "H", "H", "H", "H", "H", "H", "H", "H", "H", "H", "H", "H", "C", "S", "O", "O", "O", "H", "H", "H"], "positions_angstrom": [[-0.59286, 0.19629, 0.25035], [-1.08586, -3.15761, 1.23565], [0.24674, -3.17561, 1.98415], [1.15324, -1.95801, 1.71815], [0.45914, -0.69621, 1.80295], [0.29114, -0.10811, 2.99185], [0.70084, -0.69451, 4.19685], [0.63014, -0.27281, 5.52615], [0.07154, 0.87879, 6.05695], [-0.56686, 1.88369, 5.35385], [-0.75886, 2.00849, 3.97545], [-0.35026, 1.22429, 2.89355], [-0.50996, 1.63659, 1.63085], [-1.07876, 2.93449, 1.37795], [-1.06256, 3.26289, -0.11245], [-2.14076, 2.50029, -0.88015], [-1.81606, 1.10289, -1.00275], [-2.59116, 0.30949, -1.75035], [-3.77206, 0.77459, -2.32615], [-4.64176, 0.20819, -3.26805], [-4.54756, -1.01071, -3.91395], [-3.58666, -1.98811, -3.71415], [-2.51236, -2.00781, -2.81545], [-2.02996, -1.06231, -1.90555], [-0.95626, -1.27551, -1.13005], [-0.30206, -2.56301, -1.14095], [-1.00396, -3.58131, -0.22945], [-1.52216, -2.15991, 1.30335], [-1.77216, -3.84471, 1.74055], [0.79584, -4.08821, 1.73375], [0.01994, -3.20831, 3.05275], [1.60444, -2.01951, 0.72595], [1.99474, -1.98861, 2.42495], [1.15354, -1.67231, 4.11635], [1.04634, -0.96571, 6.25045], [0.11564, 0.98179, 7.13575], [-0.98186, 2.69359, 5.94405], [-1.33876, 2.87989, 3.71125], [-0.48896, 3.69539, 1.91195], [-2.11986, 2.96549, 1.72955], [-0.07766, 3.01599, -0.51635], [-1.24206, 4.33499, -0.23785], [-2.23646, 2.93949, -1.88535], [-3.10016, 2.60359, -0.35325], [-4.09136, 1.74659, -1.98715], [-5.48486, 0.83189, -3.54035], [-5.31726, -1.22821, -4.64835], [-3.68746, -2.87661, -4.32665], [-1.95946, -2.93651, -2.86955], [0.73334, -2.42471, -0.82785], [-0.25686, -2.97991, -2.15725], [-0.48886, -4.54651, -0.31285], [-2.02586, -3.70521, -0.60335], [6.53234, -0.08161, -1.25185], [5.19064, 0.22119, -0.63955], [5.08964, 0.46829, 0.72375], [3.84794, 0.77119, 1.28555], [3.71764, 1.01069, 2.76075], [2.74804, 0.84299, 0.47045], [2.78724, 0.60179, -0.92915], [4.07114, 0.26739, -1.44775], [1.62984, 0.72469, -1.57595], [1.54964, 0.84109, -3.01565], [2.49184, 1.93529, -3.56825], [0.12914, 1.27869, -3.39325], [1.80584, -0.49381, -3.74485], [7.29064, -0.20501, -0.48085], [6.84144, 0.73659, -1.90395], [6.49564, -0.98721, -1.85675], [5.97544, 0.42019, 1.34335], [4.57824, 1.55649, 3.14465], [3.65584, 0.06089, 3.29155], [2.81144, 1.57049, 2.97655], [1.77914, 1.09539, 0.87175], [4.20784, 0.01169, -2.48845], [2.16954, 2.90669, -3.20125], [2.44594, 1.94339, -4.65645], [3.52304, 1.79719, -3.26425], [-0.15156, 2.14329, -2.80355], [-0.57576, 0.47919, -3.20075], [0.08164, 1.54389, -4.44955], [2.83714, -0.82411, -3.66915], [1.55314, -0.38511, -4.79925], [1.17084, -1.26071, -3.31135], [-4.84046, -1.19791, 0.54765], [-4.00056, 0.08219, 1.52695], [-4.26586, 1.36479, 0.89195], [-4.55466, -0.02611, 2.86535], [-2.58146, -0.32971, 1.49705], [-5.90256, -0.99861, 0.57005], [-4.59306, -2.13431, 1.02725], [-4.45996, -1.16441, -0.46255]], "lowdin_charge": [1.4075, -0.2074, -0.1673, -0.2369, -0.1278, -0.2226, -0.0287, -0.0862, -0.1322, -0.0796, -0.0105, -0.2256, -0.1508, -0.2335, -0.1756, -0.2509, -0.1684, -0.2849, -0.0453, -0.1407, -0.1468, -0.1464, -0.0607, -0.2647, -0.1419, -0.2520, -0.1734, 0.0613, 0.1112, 0.1088, 0.0988, 0.0882, 0.1038, 0.0813, 0.0979, 0.0869, 0.0998, 0.0898, 0.1203, 0.1244, 0.0905, 0.1101, 0.1174, 0.0940, 0.0922, 0.0763, 0.0876, 0.0736, 0.0787, 0.0838, 0.0962, 0.1077, 0.1056, -0.0550, -0.2728, -0.0019, -0.2574, -0.0361, 0.0124, -0.2685, 0.0127, 0.1577, -0.5969, -0.0359, -0.0398, -0.0196, 0.0690, 0.0796, 0.0780, 0.1141, 0.0763, 0.0785, 0.0771, 0.0701, 0.0943, 0.0841, 0.0824, 0.0557, 0.0674, 0.0625, 0.0889, 0.0611, 0.0866, 0.0706, -0.1179, 0.4049, -0.3557, -0.3625, -0.4347, 0.0543, 0.0508, 0.0325]}



(3)
{"formula": "C35H48BClN14O5Si2Y", "method": "the ωB97M-V functional and the def2-TZVPD basis", "multiplicity": 2, "de_lowest_kcal_mol": 14.2, "e_lumo_ev": [0.33, -0.39], "elements": ["Y", "C", "C", "N", "N", "C", "B", "N", "C", "C", "C", "N", "N", "C", "C", "C", "N", "N", "C", "C", "C", "N", "H", "H", "H", "H", "H", "H", "H", "H", "H", "H", "H", "H", "C", "Si", "C", "C", "C", "C", "C", "C", "C", "C", "N", "Si", "C", "C", "C", "H", "H", "H", "H", "H", "H", "H", "H", "H", "H", "H", "H", "H", "H", "H", "H", "H", "H", "H", "H", "H", "H", "Cl", "C", "C", "O", "O", "H", "H", "C", "N", "C", "C", "C", "O", "N", "C", "O", "H", "H", "H", "H", "H", "C", "N", "C", "C", "O", "N", "C", "N", "H", "H", "H", "H", "H", "H", "H"], "positions_angstrom": [[-0.41390, 1.41399, -0.21819], [-2.00685, -1.73795, 2.66069], [-1.60671, -1.29018, 1.40430], [-0.86674, -0.19380, 1.50456], [-0.78261, 0.09099, 2.82180], [-1.44836, -0.82867, 3.53358], [-0.00147, 1.31915, 3.31053], [-0.74648, 2.60632, 2.84528], [-0.75692, 3.80451, 3.45026], [-1.51361, 4.67322, 2.69468], [-1.92656, 3.90994, 1.60391], [-1.46666, 2.66587, 1.69426], [1.41615, 1.30178, 2.67363], [2.63398, 1.38140, 3.23089], [3.57043, 1.50138, 2.22528], [2.81465, 1.49521, 1.05512], [1.52048, 1.36406, 1.32363], [0.00300, 1.32272, 4.83768], [-1.08266, 1.61015, 5.59755], [-0.75795, 1.38611, 6.91138], [0.57396, 0.94139, 6.85721], [1.02048, 0.89623, 5.61725], [-2.58364, -2.61081, 2.90431], [-1.83009, -1.69028, 0.43352], [-1.44541, -0.80570, 4.60758], [-0.24313, 3.94986, 4.38459], [-1.72892, 5.70506, 2.89929], [-2.49459, 4.20440, 0.73772], [2.73381, 1.33481, 4.29909], [4.63599, 1.59311, 2.32870], [3.14792, 1.60729, 0.03610], [-2.00001, 1.94551, 5.14636], [-1.38568, 1.51463, 7.77350], [1.22177, 0.64898, 7.66726], [-4.27553, -0.28005, -3.59086], [-2.44598, -0.59111, -3.87850], [-1.52667, 0.99785, -4.18349], [-2.23054, -1.65507, -5.41493], [-1.69565, -1.57801, -2.47147], [-0.23493, -1.50565, -2.37779], [0.48591, -2.49901, -3.05949], [1.86031, -2.48906, -3.06453], [2.51323, -1.48441, -2.36626], [1.74239, -0.55462, -1.70397], [0.40413, -0.53804, -1.68465], [-2.56008, -3.06025, -1.69766], [-3.99089, -2.52116, -0.60643], [-3.26572, -4.14748, -3.05424], [-1.30747, -4.07378, -0.72573], [-4.83398, -0.47441, -4.50756], [-4.45595, 0.75830, -3.31300], [-4.69009, -0.91020, -2.80657], [-1.96615, 1.48379, -5.05914], [-0.47189, 0.80895, -4.39050], [-1.59358, 1.71082, -3.36263], [-2.64486, -1.12307, -6.27378], [-2.73931, -2.61562, -5.33966], [-1.17653, -1.84195, -5.62148], [-0.06419, -3.26534, -3.58741], [2.41312, -3.24616, -3.60489], [3.59060, -1.39188, -2.36425], [2.22966, 0.22671, -1.13958], [-4.92594, -2.52060, -1.16703], [-3.83090, -1.52668, -0.19840], [-4.10808, -3.21758, 0.22595], [-4.02360, -3.62113, -3.63557], [-3.74459, -5.01659, -2.59912], [-2.50090, -4.50870, -3.74208], [-0.51612, -3.47508, -0.27549], [-0.82883, -4.81518, -1.36746], [-1.80893, -4.61096, 0.08118], [-5.19404, 3.41815, -1.00863], [-4.50826, 1.87153, -0.47661], [-3.04368, 1.70101, -0.80517], [-2.30931, 2.66213, -1.11798], [-2.57970, 0.53394, -0.65793], [-5.07755, 1.06355, -0.93122], [-4.60734, 1.80375, 0.60668], [3.36952, 3.45824, -4.68538], [2.59587, 3.54290, -3.45728], [2.60562, 4.68812, -2.72128], [1.92058, 4.80272, -1.57179], [1.15941, 3.65368, -1.14936], [0.46362, 3.64911, -0.10617], [1.16749, 2.51098, -1.88146], [1.88049, 2.40804, -3.03648], [1.94634, 1.38685, -3.70664], [3.38095, 4.43542, -5.16662], [2.90029, 2.73116, -5.34230], [4.39501, 3.14053, -4.48644], [3.19660, 5.49757, -3.13079], [1.90496, 5.70753, -0.98788], [5.41902, -3.53542, 2.70316], [4.14970, -2.86779, 2.82423], [3.30857, -2.86684, 4.00291], [2.00050, -2.29012, 3.43887], [1.02477, -2.07579, 4.11378], [2.15033, -2.07368, 2.08135], [3.37068, -2.45799, 1.79350], [3.83829, -2.46995, 0.52887], [5.82654, -3.68997, 3.69974], [6.13870, -2.92188, 2.15594], [5.33479, -4.50950, 2.21041], [3.69447, -2.23144, 4.80031], [3.13778, -3.87361, 4.39243], [3.23734, -2.08928, -0.18526], [4.81650, -2.57193, 0.33563]], "lowdin_charge": [1.6148, -0.0265, -0.1491, -0.0282, 0.0285, -0.0673, -0.6526, 0.0131, -0.0706, -0.0384, -0.1392, -0.0036, 0.0437, -0.0653, -0.0504, -0.1606, -0.0125, -0.0129, -0.1136, -0.0645, -0.1560, 0.0706, 0.0971, 0.0493, 0.1235, 0.1279, 0.0937, 0.1021, 0.0982, 0.0896, 0.0964, 0.1278, 0.0876, 0.0971, -0.1466, 0.4806, -0.1495, -0.1653, -0.1986, -0.3459, -0.0312, -0.0341, -0.0842, -0.1687, 0.0723, 0.4764, -0.1704, -0.1795, -0.1669, 0.0360, 0.0284, 0.0114, 0.0434, 0.0262, 0.0160, 0.0351, 0.0135, 0.0307, 0.1156, 0.1144, 0.1115, 0.0693, 0.0285, 0.0075, 0.0377, 0.0267, 0.0365, 0.0283, 0.0265, 0.0316, 0.0364, 0.5895, -0.4937, -0.7517, -0.1026, -0.1257, 0.0703, 0.0915, -0.0234, -0.0560, -0.0573, 0.0188, -0.5098, -0.0921, 0.1013, -0.5038, 0.0267, 0.0886, 0.0874, 0.0948, 0.1284, 0.1120, -0.0453, -0.1044, -0.0425, -0.4658, 0.0662, 0.1861, -0.4340, 0.2082, 0.0913, 0.0840, 0.0931, 0.1322, 0.1336, 0.0604, 0.0944]}



In Eh, the DFT total energy values for the records above are, in order, -7928.5392, -2363.8661, -3608.1188.